Entry 1:
9
Properties=species:S:1:pos:R:3:forces:R:3 method="wB97M-V/def2-TZVPD" total_charge=0 e_tot_ev=-34563.05817 de_lowest_ev=0.7321 orbital_gap_ev=10.238
N -0.170 1.128 -0.100 2.21 -0.97 0.71
P 0.213 -0.435 -0.071 0.22 -1.85 -0.35
O 0.094 -1.144 -1.350 -0.87 0.04 -0.10
S 2.264 -0.657 0.374 -0.33 0.53 2.46
S -0.903 -1.279 1.641 0.44 1.75 -1.14
H -0.201 1.567 0.749 0.57 1.14 2.98
H -0.830 1.588 -0.580 -2.89 1.08 -3.20
H 2.622 -0.892 -0.844 0.00 -0.22 -1.48
H -0.136 -2.290 1.397 0.65 -1.49 0.11


Entry 2:
18
Properties=species:S:1:pos:R:3:forces:R:3 method="wB97M-V/def2-TZVPD" total_charge=-1 e_tot_ev=-10929.55972 de_lowest_ev=4.7049 orbital_gap_ev=5.668
C -1.493 0.296 0.198 -2.67 6.18 -1.12
N -0.377 0.809 -0.022 1.30 -1.51 0.26
C -2.615 1.244 0.695 0.98 -0.63 -1.21
C 0.680 -1.309 -1.094 -0.54 0.67 0.14
C 0.744 -0.167 -0.055 1.13 -0.04 0.00
C 2.109 0.563 -0.096 0.41 -0.58 0.53
O 3.128 -0.288 0.139 0.05 -0.20 -0.64
O -1.954 -0.957 0.188 2.20 -1.66 2.52
H -1.317 -0.837 1.012 -1.16 -3.51 -0.39
H -2.137 2.208 0.833 -0.45 0.21 0.02
H -3.353 1.212 -0.108 -0.37 0.43 0.28
H -3.035 0.838 1.611 -0.15 0.08 0.12
H 0.559 -2.253 -0.566 0.00 -0.17 -0.28
H 1.580 -1.342 -1.704 0.12 0.07 0.16
H -0.197 -1.140 -1.724 0.06 -0.24 -0.15
H 0.854 -0.639 0.939 -0.58 0.03 0.06
H 2.096 1.095 -1.090 0.23 0.20 0.14
H 2.099 1.291 0.746 -0.57 0.66 -0.43


Entry 3:
56
Properties=species:S:1:pos:R:3:forces:R:3 method="wB97M-V/def2-TZVPD" total_charge=0 e_tot_ev=-449643.94958 orbital_gap_ev=9.298
C 5.784 0.309 -2.347 0.86 0.05 -0.53
O 6.161 -1.058 -2.513 -0.46 0.24 0.38
C 5.149 -1.884 -2.932 0.27 -0.69 -0.14
O 3.982 -1.789 -2.089 -0.56 0.48 -0.59
S 2.612 -1.938 -2.997 0.90 0.10 -0.03
O 1.975 -3.096 -2.472 -0.74 -0.63 0.36
O 1.772 -0.631 -2.423 -0.17 0.31 -0.02
P 1.263 0.348 -3.700 0.47 -0.14 -0.62
O 1.439 1.835 -3.058 0.10 -0.42 0.27
I -1.158 0.137 -3.800 0.10 0.04 0.30
H 6.013 0.609 -1.332 -0.29 0.03 0.27
H 4.754 0.506 -2.614 -0.30 -0.11 0.20
H 6.412 0.904 -3.007 0.10 0.09 -0.13
H 4.874 -1.716 -3.978 -0.22 0.38 -0.08
H 5.518 -2.904 -2.872 0.01 0.15 0.21
H 2.397 2.006 -3.075 -0.29 0.30 0.10
C 8.216 -4.517 -1.511 -0.05 0.04 0.07
Cl 9.964 -4.391 -1.742 -0.07 -0.62 0.29
Cl 7.422 -4.415 -3.089 0.24 -0.21 -0.04
Cl 7.824 -6.061 -0.753 0.03 0.00 -0.04
Cl 7.668 -3.196 -0.484 -0.02 -0.01 -0.02
C -3.588 1.217 0.036 0.07 -0.03 -0.06
Cl -2.087 1.896 -0.592 -0.02 0.08 0.10
Cl -4.149 2.189 1.405 -0.02 0.02 0.03
Cl -4.821 1.218 -1.229 0.42 0.20 -0.24
Cl -3.301 -0.439 0.571 -0.06 -0.02 -0.20
C -1.754 -1.749 4.186 0.00 0.02 0.00
Cl -2.755 -3.029 4.878 0.00 0.00 0.00
Cl -1.023 -2.322 2.682 0.01 -0.01 -0.01
Cl -2.755 -0.334 3.852 0.03 0.01 0.20
Cl -0.476 -1.315 5.323 0.00 -0.01 0.04
C -8.919 0.332 0.244 0.03 -0.03 0.12
Cl -9.251 1.518 -1.024 0.01 0.02 -0.01
Cl -7.175 0.088 0.368 -0.39 -0.19 0.16
Cl -9.526 0.933 1.788 -0.04 -0.08 -0.08
Cl -9.711 -1.197 -0.155 0.00 0.02 -0.01
C -12.386 3.934 0.675 0.00 0.01 0.02
Cl -11.589 4.773 -0.661 0.01 -0.01 -0.01
Cl -11.347 3.982 2.103 -0.10 0.04 -0.11
Cl -13.921 4.730 1.038 0.00 0.01 -0.01
Cl -12.692 2.256 0.219 -0.01 0.00 0.01
C 11.068 -0.359 -3.679 0.00 -0.05 -0.02
Cl 10.032 0.889 -2.974 -0.01 0.01 0.01
Cl 10.864 -0.369 -5.435 0.00 0.00 0.01
Cl 12.755 -0.014 -3.284 -0.02 0.00 0.00
Cl 10.615 -1.937 -3.019 0.11 0.61 -0.26
C -8.261 3.636 4.629 0.07 -0.01 0.00
Cl -7.121 2.985 3.448 -0.01 0.01 0.01
Cl -8.680 5.294 4.192 -0.01 -0.01 0.00
Cl -9.729 2.645 4.646 0.07 0.01 0.15
Cl -7.524 3.616 6.233 -0.01 -0.01 0.00
C 3.833 -0.825 4.463 -0.04 -0.01 -0.03
Cl 3.204 -0.880 6.114 0.00 0.00 0.01
Cl 2.535 -0.382 3.354 0.01 0.00 -0.03
Cl 5.127 0.374 4.368 0.01 0.01 0.01
Cl 4.468 -2.413 4.023 0.00 0.00 0.00


Entry 4:
46
Properties=species:S:1:pos:R:3:forces:R:3 method="wB97M-V/def2-TZVPD" total_charge=-1 e_tot_ev=-171197.99735 de_lowest_ev=0.0302 orbital_gap_ev=7.649
Sn -1.109 0.463 0.535 -0.01 -0.07 -0.09
O 2.143 1.442 2.744 0.00 0.03 -0.01
C 1.465 0.605 2.184 0.02 -0.06 0.10
O 0.910 0.765 1.014 -0.03 0.04 -0.02
C 1.328 -0.789 2.804 -0.01 0.01 -0.06
C 1.368 -1.887 1.727 0.04 -0.02 0.01
C 1.703 -3.238 2.373 0.01 0.01 -0.01
C 0.362 -3.584 3.068 -0.01 -0.01 -0.01
C -0.480 -2.353 2.710 -0.04 0.01 0.00
O -0.020 -2.044 1.390 -0.02 -0.02 -0.03
C -0.009 -1.137 3.537 0.07 -0.02 0.06
C -1.127 -0.096 3.659 -0.12 0.05 -0.07
O -1.651 0.052 4.749 0.03 0.00 0.04
O -1.534 0.517 2.586 0.10 -0.05 0.02
H 2.156 -0.878 3.504 0.00 -0.02 0.00
H 1.928 -1.630 0.831 0.00 0.01 0.00
H 1.958 -3.975 1.611 0.00 0.00 0.00
H 2.540 -3.161 3.067 0.00 0.00 0.00
H -0.083 -4.483 2.641 0.00 0.00 0.00
H 0.452 -3.722 4.145 0.00 0.00 0.00
H -1.558 -2.505 2.694 0.00 0.00 0.01
H 0.202 -1.439 4.561 -0.02 0.02 0.00
Se 2.351 -1.905 -4.031 0.07 -0.04 -0.01
Se 2.594 -3.062 -2.069 -0.01 0.03 -0.01
C 0.749 -3.422 -1.630 -0.01 -0.04 0.04
C 0.490 -4.560 -0.869 0.02 0.02 0.00
C -0.818 -4.801 -0.490 -0.01 0.02 0.00
C -1.805 -3.913 -0.889 0.00 -0.02 0.02
C -1.435 -2.824 -1.660 0.02 0.02 -0.01
N -0.179 -2.580 -2.030 -0.02 0.02 0.00
C 2.255 -0.068 -3.438 -0.12 -0.02 0.01
C 2.516 0.894 -4.409 -0.01 -0.04 0.01
C 2.356 2.222 -4.056 0.02 0.03 -0.06
C 1.979 2.530 -2.760 -0.03 0.02 0.09
C 1.782 1.493 -1.862 0.02 -0.07 0.02
N 1.899 0.203 -2.200 0.10 0.05 -0.05
H 1.291 -5.235 -0.597 0.00 0.00 0.00
H -1.063 -5.673 0.105 0.00 0.00 0.00
H -2.840 -4.056 -0.610 0.00 0.00 0.00
H -2.174 -2.103 -1.992 0.00 0.00 0.00
H 2.834 0.607 -5.404 -0.01 0.00 0.00
H 2.533 3.005 -4.783 0.00 0.00 0.00
H 1.834 3.551 -2.434 0.00 0.00 -0.01
H 1.522 1.686 -0.828 0.00 0.02 0.00
N -1.339 3.812 -0.045 0.01 0.00 -0.01
C -1.234 2.722 0.327 -0.03 0.06 0.05